This record from OMol25 describes an isolated molecule of C3H4FNS2 in a non-equilibrium geometry. The level of theory is ωB97M-V with the def2-TZVPD basis set.

ORCA input file:
```
! wB97M-V def2-TZVPD RIJCOSX def2/J DEFGRID3
* xyz 0 1
F -1.146 -1.097 1.152
C -1.237 -1.129 -0.194
C -1.236 -0.049 -0.907
S -0.872 1.583 -0.312
C 0.505 1.374 0.804
N 1.515 0.679 0.788
S 1.935 -0.304 -0.523
H -1.389 -2.149 -0.640
H -1.435 -0.062 -1.968
H 0.417 1.999 1.680
H 2.943 -0.845 0.119
*
```

## Properties
LUMO level, eV: 0.66
E_tot, Ha: -1067.63615
HOMO-LUMO gap, eV: 9.59
Max |F|, eV/A: 2.88
SMILES: F/C=C\S/C=N\S
Energy above the lowest of the compared OMol25 structures with the same formula, charge and spin, eV: 1.183